61
Properties=species:S:1:pos:R:3:forces:R:3 method="wB97M-V/def2-TZVPD" orbital_gap_ha="0.25129 / 0.23239" charge=+1 multiplicity=6 fmax_ev_per_a=0.7
Fe 0.02447 -0.24432 -0.21368 0.17 0.03 -0.06
C 2.37488 1.03419 1.81679 -0.11 -0.03 0.08
O 1.00835 1.02506 1.35822 0.04 0.00 0.07
C 0.12941 1.84324 2.04654 0.04 -0.01 0.07
C 0.41243 2.43767 3.26308 -0.08 0.01 -0.07
C -0.55933 3.24143 3.84657 -0.01 0.00 0.02
C -1.78457 3.44151 3.22670 0.03 -0.01 -0.01
C -2.05933 2.83600 2.01024 -0.04 0.07 0.06
C -1.09910 2.03134 1.42094 0.22 -0.26 -0.31
N -1.24666 1.32221 0.18761 -0.40 0.49 0.39
N -2.33221 1.59393 -0.42908 0.22 -0.16 -0.14
C -2.62437 1.04834 -1.62313 -0.31 0.19 0.01
C -1.70498 0.31800 -2.41659 0.17 -0.08 -0.35
O -0.51292 0.00663 -2.00603 -0.22 -0.11 0.14
C -2.06155 -0.04763 -3.75094 -0.02 0.07 0.25
C -3.29021 0.25317 -4.22812 -0.15 0.06 -0.05
C -4.27237 0.95587 -3.45452 0.14 -0.13 -0.17
C -5.53779 1.24066 -3.99504 -0.05 0.05 0.06
C -6.46687 1.92758 -3.25451 0.05 -0.03 -0.04
C -6.14331 2.34024 -1.95542 -0.03 0.01 0.02
C -4.91171 2.06424 -1.40839 -0.03 0.01 -0.01
C -3.94871 1.36823 -2.15321 0.19 -0.04 0.09
H 2.71195 2.06594 1.89970 0.03 -0.01 0.00
H 2.95446 0.50146 1.07735 0.02 -0.04 -0.04
H 2.44568 0.52512 2.77717 0.02 0.02 0.01
H 1.36163 2.28786 3.75440 -0.01 0.02 0.01
H -0.34849 3.71306 4.79656 -0.01 0.00 0.00
H -2.52873 4.07286 3.69163 0.00 0.00 0.00
H -3.00548 2.98775 1.51192 0.01 -0.01 -0.01
H -1.32308 -0.57108 -4.34120 0.01 -0.01 0.01
H -3.56018 -0.03756 -5.23716 0.02 -0.01 0.01
H -5.76328 0.91392 -5.00254 -0.01 0.00 0.00
H -7.43965 2.15068 -3.67039 -0.01 0.01 0.01
H -6.87419 2.88601 -1.37297 0.00 -0.01 0.00
H -4.67927 2.38624 -0.40379 0.00 0.00 0.00
C 4.00434 -1.77541 -1.17115 0.03 -0.05 0.00
C 3.83509 -3.09451 -0.77047 -0.01 -0.05 0.01
C 2.62985 -3.50985 -0.23123 0.07 0.08 -0.04
C 1.59396 -2.58928 -0.06838 -0.35 0.05 0.12
C 1.76575 -1.24609 -0.42279 0.33 0.10 -0.28
C 2.97351 -0.86231 -1.00193 -0.05 -0.01 0.03
C 0.25356 -2.98784 0.43902 0.17 -0.16 -0.04
C -0.05254 -4.33871 0.72101 -0.01 0.05 0.00
C -1.30020 -4.67763 1.13747 0.00 0.00 0.00
C -2.28149 -3.67951 1.32404 -0.06 -0.10 0.04
C -3.58451 -3.98373 1.78043 0.05 0.01 -0.01
C -4.49507 -2.98839 1.98333 0.00 0.06 -0.01
C -4.12408 -1.64941 1.74743 -0.04 -0.02 0.02
C -2.87212 -1.33075 1.29888 0.04 -0.01 -0.02
C -1.92382 -2.34498 1.05917 0.05 0.10 -0.05
N -0.66464 -2.03112 0.58432 -0.05 -0.17 0.12
H 4.94069 -1.46565 -1.61732 -0.01 0.02 -0.01
H 4.63922 -3.80762 -0.89252 0.01 0.01 -0.01
H 2.52035 -4.54715 0.05075 -0.01 0.00 0.01
H 3.12505 0.15745 -1.34078 -0.03 0.01 0.04
H 0.70187 -5.09537 0.58364 -0.01 -0.01 0.01
H -1.55315 -5.71189 1.33720 0.00 0.00 0.00
H -3.83836 -5.01893 1.97037 0.00 0.00 0.00
H -5.49153 -3.21820 2.33402 0.00 0.00 0.00
H -4.83636 -0.85563 1.93098 -0.01 -0.02 0.00
H -2.60186 -0.29746 1.15248 0.00 -0.01 -0.01